Record 1
This record from the OMol25 dataset describes a molecular structure, C22H15Cl2N2O5Os. The level of theory is ωB97M-V with the def2-TZVPD basis set.

Kohn-Sham gap   6.6 eV
Charge   +1

Geometry (Å):
Os -0.0106 0.1187 -0.3129
Cl 2.7351 1.9193 -3.8916
Cl 0.2475 -1.2718 -7.4244
O -1.9731 4.3449 -0.1125
O 0.9129 0.7463 -1.9871
O 1.3096 -1.1038 0.2641
O -0.7397 1.7666 0.0821
O -1.2390 -1.0055 -1.2729
N -0.7686 -0.5797 1.4393
N -0.1822 -1.7620 1.8840
C -0.8237 4.2606 -0.9570
C -3.3127 1.6392 2.7327
C 1.5381 0.7359 -4.2364
C 2.9986 -3.2240 0.8390
C -0.4171 -1.1897 -4.8219
C 1.3020 -4.1835 2.2737
C 3.8049 -4.3276 1.0634
C -1.1483 -1.2376 -2.5395
C -2.2662 1.2406 1.9084
C 3.3631 -5.3538 1.8859
C 0.7218 0.2672 -3.1636
C -1.7699 2.1159 0.9207
C 0.8923 -1.9865 1.2219
C -3.3908 3.7456 1.6026
C 0.3898 -0.7166 -5.7985
C -3.8808 2.8923 2.5678
C -2.3276 3.3916 0.7666
C -1.6889 -0.0643 2.1629
C 2.1126 -5.2820 2.4893
C -0.2731 -0.7108 -3.4801
C 1.3765 0.2576 -5.5013
C 1.7465 -3.1507 1.4468
H 4.7795 -4.3853 0.5984
H 0.3278 -4.1148 2.7377
H -1.1738 -1.9305 -5.0434
H 0.0888 4.1407 -0.3755
H -3.8105 4.7338 1.4675
H -3.6679 0.9621 3.4982
H 3.9953 -6.2145 2.0595
H 3.3398 -2.4186 0.2039
H -4.6980 3.2111 3.1994
H -2.0170 -0.6269 3.0316
H 1.7717 -6.0852 3.1281
H -1.8965 -1.9541 -2.8745
H -0.7962 5.2111 -1.4809
H -0.9137 3.4519 -1.6801
H 2.0119 0.6259 -6.2957

These are the natural (NBO) partial charges, in e, on atoms 1 to 5:
1. Os 1.642
2. Cl 0.074
3. Cl 0.062
4. O -0.477
5. O -0.642

Record 2
This record from the OMol25 dataset describes a molecular structure, C23H17Cl2N6NiO5. The level of theory is ωB97M-V with the def2-TZVPD basis set.

Kohn-Sham gap (spin up / spin down)   7.7 / 7.7 eV
Charge   -1
Energy above the lowest of the compared OMol25 structures with the same formula, charge and spin   0.0000 eV

Geometry (Å):
Ni -0.5479 0.1813 0.2977
Cl -0.5233 6.0408 4.2813
Cl -0.4089 0.6524 4.3321
O -1.5246 1.7247 0.1437
O 0.3926 -1.4342 0.4438
O 1.8908 2.5897 -0.3632
O 0.6246 0.9391 1.6114
O 2.0420 -3.1452 1.4554
N 2.6321 -0.9264 -2.1232
N 0.7282 0.6311 -2.4555
N 4.1698 -1.8206 -0.6824
N 2.8957 -0.0201 0.0309
N -1.1329 -2.1114 -1.1130
N -1.5657 -0.8051 -0.8902
C -2.5649 1.9091 -0.6056
C 0.9039 -5.7771 -1.5349
C -0.3686 3.3326 4.1439
C 0.3511 4.5298 2.1991
C -2.5832 -0.4033 -1.5550
C -3.1303 0.9235 -1.4596
C 1.6176 -0.0971 -2.3206
C 0.2514 -4.5643 -1.4163
C 0.6029 -3.6387 -0.4354
C 1.2840 3.4441 0.2383
C -3.1951 3.1783 -0.5768
C -0.0974 -2.3320 -0.3659
C 0.6598 3.3283 1.5624
C -4.2583 1.2356 -2.2352
C 2.3010 -5.1849 0.3320
C -0.0926 2.1460 3.5041
C 1.9361 -6.0817 -0.6537
C 0.4163 2.0753 2.1793
C 1.6422 -3.9610 0.4565
C 3.1816 -0.8952 -0.9348
C -0.1506 4.5328 3.4786
C -4.2973 3.4494 -1.3476
C -4.8472 2.4764 -2.1947
H -4.7484 4.4340 -1.2986
H 2.4577 -7.0280 -0.7333
H 3.0918 -5.4115 1.0363
H 3.2565 -0.1529 0.9580
H -0.7664 3.3249 5.1493
H 0.6179 -6.4771 -2.3088
H 4.2090 -2.1338 0.2764
H 2.1662 0.6804 -0.0785
H 1.4622 -2.3376 1.4011
H -4.6625 0.4633 -2.8815
H -3.0457 -1.1195 -2.2305
H 1.1113 4.4289 -0.2472
H -5.7145 2.6983 -2.8019
H -2.7679 3.9250 0.0810
H -0.5465 -4.2922 -2.0941
H 0.5228 5.4653 1.6792
H 4.1214 -2.5892 -1.3338

These are the natural (NBO) partial charges, in e, on atoms 1 to 5:
1. Ni 1.135
2. Cl -0.040
3. Cl -0.007
4. O -0.735
5. O -0.776

Record 3
This record from the OMol25 dataset describes a molecular structure, C4H12N3Sn at a distorted geometry. The level of theory is ωB97M-V with the def2-TZVPD basis set.

Kohn-Sham gap (spin up / spin down)   6.2 / 6.5 eV
Charge   +1
Energy above the lowest of the compared OMol25 structures with the same formula, charge and spin   1.0341 eV

Geometry (Å):
Sn 0.0000 0.0000 0.0000
N 0.2198 -3.2061 2.7441
N -0.0789 -1.3582 1.5478
N -2.1897 0.3145 -0.4728
C -0.6790 -1.1859 2.7383
C 0.4596 -2.5907 1.5715
C -0.4930 -2.3332 3.4810
C 0.7742 1.7800 -2.3111
H 1.5167 -0.1933 0.3220
H -1.2097 -0.2935 3.0429
H -2.6634 -0.5040 -0.8798
H 0.6045 2.4351 -1.4369
H 0.5246 -4.1642 3.0250
H 1.0157 -3.0306 0.7539
H -2.3339 1.0713 -1.1555
H 0.0894 1.8517 -3.2598
H -0.8500 -2.5190 4.4853
H 1.7508 2.0298 -2.7490
H 0.7081 0.7231 -2.0154
H -2.7415 0.5857 0.3532

These are the natural (NBO) partial charges, in e, on atoms 1 to 5:
1. Sn 0.949
2. N -0.470
3. N -0.621
4. N -1.095
5. C -0.075

Record 4
This record from the OMol25 dataset describes a gas-phase ion, C17H28NO6 (charge +1) at a distorted geometry. The level of theory is ωB97M-V with the def2-TZVPD basis set.

SMILES   COc1cc(COC[C@@H](O)C[NH+]2CCOCC2)cc(OC)c1OC
Kohn-Sham gap   8.6 eV
Charge   +1

Geometry (Å):
O -0.6143 -0.5236 2.3228
O -0.1046 1.8837 -2.0811
O 2.7372 2.1330 -2.1912
O -1.3226 -3.3300 1.8703
O -4.8729 -1.4593 -0.9138
O 4.1616 1.8069 0.1728
N -2.2191 -2.0889 -0.1226
C 0.7178 1.7763 -1.0010
C 0.7303 1.2394 1.3610
C 0.3393 -1.5471 2.1506
C 4.9011 1.7329 1.3701
C 0.0491 1.4580 0.1791
C -2.8147 -0.7600 0.1435
C 0.2822 2.6243 -3.2258
C -0.7392 -2.0986 -0.0984
C 2.8065 1.7010 0.2188
C -4.3360 -2.7263 -1.1814
C -0.0336 0.7610 2.5674
C 2.1167 1.8964 -0.9984
C 3.8789 2.9717 -2.2451
C -2.8128 -2.6567 -1.3511
C -0.2363 -2.6574 1.2634
C -4.3332 -0.9093 0.2611
C 2.1117 1.3648 1.3752
H -0.6284 2.7258 -3.8155
H 0.6483 3.6155 -2.9531
H -2.5617 -2.0036 -2.1903
H 5.9322 1.9339 1.0849
H 3.9357 3.3105 -3.2795
H 4.8417 0.7370 1.8197
H -0.3801 -2.7335 -0.9081
H -4.5830 -1.5369 1.1307
H 1.0427 2.1006 -3.8060
H -2.4640 -2.7029 0.6859
H -2.5726 -0.1043 -0.6963
H -0.8853 1.4100 2.7799
H 4.5728 2.4851 2.0930
H -0.3587 -1.0859 -0.2502
H -1.0272 1.4267 0.1508
H 4.7886 2.4276 -1.9888
H 0.6113 0.7157 3.4518
H -4.8017 -3.0706 -2.1057
H 3.7722 3.8345 -1.5850
H -4.5848 -3.4308 -0.3720
H 1.2407 -1.1548 1.6642
H 0.6283 -1.9668 3.1264
H -2.3854 -0.3685 1.0676
H 0.5722 -3.3781 1.0756
H -1.1809 -3.3882 2.8216
H 2.6462 1.1966 2.2959
H -2.4124 -3.6553 -1.5287
H -4.7997 0.0685 0.3847

These are the natural (NBO) partial charges, in e, on atoms 1 to 5:
1. O -0.564
2. O -0.506
3. O -0.524
4. O -0.739
5. O -0.497

Record 5
This record from the OMol25 dataset describes 3 unconnected molecules or ions with the total composition C15H30BFN4O5 at a distorted geometry. The level of theory is ωB97M-V with the def2-TZVPD basis set.

SMILES   C#CB(C(=O)NC(=O)F)N(C)C(C)=O.COC[C@@H](C)N.COC[C@@H](C)N
Kohn-Sham gap   8.0 eV
Charge   0

Geometry (Å):
F 6.8940 3.0437 -0.3834
O 5.4113 4.6894 -0.6455
O -0.6241 -3.0637 -2.1533
O -1.0531 2.8849 3.5900
O 4.8197 1.4178 -2.5075
O 0.4090 1.8425 -0.2924
N -1.9639 1.3785 1.3068
N -0.9227 -3.6104 0.6337
N 1.5011 1.3535 -2.2568
N 4.5524 2.5100 -0.4274
C -2.0728 0.8094 2.6542
C 4.1025 2.0428 -1.7342
C -2.0865 -5.4017 -0.5407
C -0.3390 -4.2127 -2.9336
C 2.2357 3.7847 -2.9278
C 1.7037 -0.1524 -0.0064
C 1.7812 0.1363 -3.0751
C -1.9176 -3.0556 -1.5646
C -1.0740 1.4644 3.6292
C 5.5820 3.5191 -0.5115
C -2.1003 3.5098 4.3114
C 1.8349 4.8726 -3.3321
C -2.0280 -3.8979 -0.2856
C -3.5257 0.9000 3.1141
C 1.1593 1.0571 -0.8699
B 2.6010 2.3552 -2.3104
H 0.4163 -3.9395 -3.6730
H -2.0213 2.3915 1.3988
H 2.1987 0.2826 0.9134
H -0.0570 -3.6977 0.1030
H -2.7661 -5.6365 -1.3637
H -4.1403 0.1860 2.5603
H -1.2219 1.1096 4.6573
H -2.1113 -2.0113 -1.2962
H -3.9593 1.8862 2.9416
H -1.8188 -0.2552 2.5978
H -2.9752 3.6375 3.6705
H 0.0877 -4.9977 -2.3061
H -2.6817 -3.3304 -2.3023
H -3.6195 0.6651 4.1777
H 2.7188 -0.4077 -2.7511
H -0.0658 1.1513 3.3366
H -2.4506 -5.9200 0.3496
H 1.9171 0.4784 -4.1510
H -1.0182 1.2231 0.9607
H 2.4016 -0.8139 -0.5880
H -2.3669 2.9542 5.2150
H -1.2229 -4.5830 -3.4600
H 0.8699 -0.5404 -3.0768
H 3.7807 2.7822 0.1865
H -1.1085 -5.8266 -0.7721
H 1.2121 5.5951 -3.9213
H 0.8211 -0.7618 0.3505
H -2.9656 -3.6203 0.2067
H -0.9548 -2.6228 0.8816
H -1.7612 4.5053 4.6037

These are the natural (NBO) partial charges, in e, on atoms 1 to 5:
1. F -0.330
2. O -0.494
3. O -0.556
4. O -0.547
5. O -0.510

Record 6
This record from the OMol25 dataset describes CH3N in the gas phase at a distorted geometry. The level of theory is ωB97M-V with the def2-TZVPD basis set.

SMILES   C=N
Kohn-Sham gap   11.1 eV
Charge   0
Energy above the lowest of the compared OMol25 structures with the same formula, charge and spin   0.1517 eV

Geometry (Å):
N -0.6013 0.2407 -0.6336
C 0.0323 -0.2412 0.2889
H 1.0186 0.1041 0.6186
H -0.2331 -1.1405 0.8245
H -0.2164 1.0369 -1.0983

Charges in e, computed with natural (NBO), in the same order as the atoms:
1. N -0.595
2. C -0.020
3. H 0.124
4. H 0.151
5. H 0.340

The records above yield total energy values of -2343.85918 -4020.29077 -537.80799 -1170.47293 -1309.36022 -94.61761 Eh, respectively.